[1]
Formula: C5H8NOS
Source: OMol25
Level of theory: ωB97M-V/def2-TZVPD

```
16
Properties=species:S:1:pos:R:3
S -2.952 0.912 -0.436
O 1.336 1.279 -0.022
N -0.674 0.236 0.257
C -2.704 -0.757 0.053
C 2.551 1.557 0.121
C 0.693 0.227 0.333
C -1.365 1.282 -0.141
C -1.427 -0.927 0.386
H 2.873 2.599 -0.114
H 1.221 -2.497 -1.042
H 1.442 -3.242 -1.320
H 3.247 0.884 0.726
H -1.006 2.345 -0.266
H -0.946 -1.848 0.722
H -3.499 -1.458 -0.123
H 1.211 -0.592 0.864
```

Relative energy (zero: lowest compared OMol25 entry of this formula, charge and spin), kcal/mol: 112.3
DFT total energy, Ha: -723.07643
Charge: +1
HOMO (alpha / beta), eV: -11.956 / -11.847

[2]
Formula: C15H6Cl3N2O4S
Source: OMol25
Level of theory: ωB97M-V/def2-TZVPD

```
31
Properties=species:S:1:pos:R:3
Cl -3.548 -3.443 -2.083
Cl -0.235 -1.697 1.347
Cl -3.967 -0.909 -3.983
S 0.980 -0.289 -0.897
O 0.710 0.850 -1.763
O -3.862 1.580 -2.442
O -3.256 -2.537 0.706
O 1.153 -1.678 -1.310
N -2.881 3.130 0.536
N -2.829 0.149 2.872
C -0.569 -0.209 0.429
C 2.479 0.140 0.114
C -3.106 0.748 -0.391
C -3.542 0.603 -1.766
C -3.398 -1.841 -1.524
C -2.989 -1.666 -0.110
C 2.890 1.472 0.236
C 4.522 -0.534 1.282
C 4.951 0.806 1.372
C -2.962 2.043 0.114
C 3.280 -0.865 0.681
C -2.694 -0.149 1.744
C 4.116 1.800 0.838
C -2.269 -0.282 0.299
C -3.576 -0.768 -2.332
H -0.183 0.599 1.025
H 5.180 -1.317 1.704
H 5.940 1.069 1.822
H 2.246 2.268 -0.112
H 2.975 -1.916 0.686
H 4.442 2.841 0.906
```

SMILES string: N#CC1=C([O-])C(Cl)=C(Cl)C(=O)[C@@]1(C#N)[C@@H](Cl)S(=O)(=O)c1ccccc1
DFT total energy, Ha: -2764.40035
Charge: -1
HOMO, eV: -4.709

[3]
Formula: C5H34N3O12
Source: OMol25
Level of theory: ωB97M-V/def2-TZVPD

```
54
Properties=species:S:1:pos:R:3
O -0.618 2.611 -3.748
O 2.956 -3.125 -0.630
O -0.205 -0.177 -3.817
O -2.526 -0.855 -0.074
O -0.198 0.052 4.360
O -1.132 2.279 -1.296
O -0.737 -1.417 -1.827
O 1.555 -1.966 -2.661
O -1.706 -1.310 2.519
O -3.681 1.607 -0.532
O 0.596 -1.368 2.651
O -2.017 -3.551 0.905
N 0.729 3.160 2.614
N 1.684 1.315 1.868
N 1.601 -0.823 0.084
C 1.395 2.152 0.789
C 1.244 1.958 2.917
C 1.459 1.605 -0.599
C 0.696 3.226 1.238
C 2.272 0.310 -0.623
H 1.933 -2.828 -2.392
H 0.063 -0.642 3.038
H 3.212 0.459 -0.092
H 1.469 -0.527 1.071
H 0.621 -2.270 -2.677
H -3.224 -0.158 -0.112
H 1.610 2.329 -1.391
H -4.008 1.747 -1.422
H -1.192 -1.511 -2.653
H 2.478 0.008 -1.645
H 1.395 1.540 3.894
H -1.901 1.820 -0.949
H 3.816 -3.049 -1.080
H -1.125 2.353 -2.267
H -3.773 2.505 -0.293
H 0.152 3.958 0.667
H -0.923 -1.836 2.268
H 0.480 1.209 -0.868
H -1.451 -1.042 -1.239
H 2.165 -1.688 -0.016
H -0.506 -0.393 5.180
H 3.253 -3.404 0.259
H -0.845 -0.237 3.677
H 0.383 0.559 -3.924
H -1.680 -4.024 0.134
H 0.709 -1.009 -0.386
H 0.217 2.662 -4.218
H -2.415 -1.946 2.675
H -2.193 -0.959 0.841
H -2.469 -2.749 0.625
H -0.105 -0.704 -3.014
H 1.235 -1.695 3.267
H -1.075 2.059 -4.396
H 0.325 3.782 3.303
```

Relative energy (zero: lowest compared OMol25 entry of this formula, charge and spin), kcal/mol: 100.6
DFT total energy, Ha: -1277.78377
Charge: +1
HOMO, eV: -10.988

[4]
Formula: C25H22AsNO8PSTi
Source: OMol25
Level of theory: ωB97M-V/def2-TZVPD

```
60
Properties=species:S:1:pos:R:3
As -2.957 3.498 1.081
Ti -0.904 0.778 1.654
S -3.232 -0.293 2.698
P 2.357 -0.298 -3.001
O -2.788 -0.208 1.207
O -4.331 1.259 2.796
O 0.820 0.385 -1.814
O -0.168 -0.146 0.112
O -4.030 2.352 0.206
O -1.340 2.449 1.333
O 0.621 0.599 2.648
O -2.013 0.155 3.502
N -2.290 0.728 -2.207
C 0.560 -2.856 -0.728
C 1.228 -1.723 -1.091
C 1.887 0.244 2.634
C -0.323 -0.449 -6.044
C 2.290 -4.147 -1.769
C 2.863 -2.972 -2.322
C -2.731 4.145 5.274
C -3.061 2.897 5.809
C 2.235 -1.784 -2.063
C 2.154 -1.584 -5.434
C 3.662 -1.209 3.133
C 0.536 -0.431 -0.901
C 4.537 -0.497 2.318
C 2.346 -0.933 3.219
C 1.523 -0.736 -4.541
C -2.862 4.369 3.875
C -3.434 3.424 3.020
C 4.084 0.688 1.768
C -3.847 2.219 3.655
C 1.100 -4.073 -0.992
C -3.775 2.024 5.021
C 0.267 -1.347 -6.932
C 2.817 1.148 2.122
C 0.359 -0.075 -4.912
C 1.507 -1.929 -6.631
H -2.367 4.930 5.885
H -2.868 2.583 6.829
H -1.290 -0.111 -6.355
H 3.824 -2.986 -2.891
H -0.349 -1.651 -7.783
H 4.788 1.231 1.081
H -2.388 5.294 3.466
H -4.356 1.155 5.422
H -2.228 -0.210 -2.669
H 1.926 -2.669 -7.322
H -0.311 -2.786 -0.122
H 1.586 -1.483 3.691
H 4.081 -2.029 3.716
H 3.051 -2.149 -5.121
H -0.193 0.646 -4.175
H -3.122 1.107 -2.592
H 2.643 2.206 1.952
H 2.759 -5.066 -2.046
H -2.619 0.507 -1.234
H 0.708 -4.977 -0.488
H -4.470 1.706 0.839
H 5.527 -0.917 2.213
```

<S²>: 0.7532
Spin multiplicity: 2
Relative energy (zero: lowest compared OMol25 entry of this formula, charge and spin), kcal/mol: 49.9
DFT total energy, Ha: -5447.38463
HOMO (alpha / beta), eV: -6.527 / -7.566

[5]
Formula: C24H35FN3P2Zn
Source: OMol25
Level of theory: ωB97M-V/def2-TZVPD

```
66
Properties=species:S:1:pos:R:3
Zn 1.082 -1.059 0.648
P 0.940 -0.343 -1.657
P -0.430 0.723 1.320
F 2.726 -0.696 1.228
N 0.570 2.215 -2.354
N 0.650 -2.937 1.274
N -0.631 3.075 -0.010
C -1.701 -0.542 -2.525
C -0.481 3.927 -1.044
C 1.293 -4.725 2.713
C 2.535 -0.102 -2.494
C -0.793 6.099 -2.012
C 0.401 1.394 -1.343
C 0.070 1.643 2.860
C -0.193 5.656 -3.214
C 0.177 -5.472 2.344
C 0.074 0.583 3.969
C 0.133 3.487 -2.247
C -2.251 0.605 1.389
C 1.494 -3.476 2.162
C -0.075 -6.841 2.891
C 0.268 4.378 -3.335
C -0.289 -0.952 -2.948
C -0.696 -4.900 1.417
C 0.035 -0.401 -4.336
C -0.202 1.841 -0.129
C -0.871 2.786 3.247
C -0.191 -2.481 -2.956
C -0.933 5.262 -0.944
C -0.425 -3.648 0.912
C 1.494 2.157 2.625
H 3.290 0.074 -1.727
H 0.340 1.054 4.917
H 2.475 0.754 -3.162
H -1.003 3.489 2.432
H -0.909 0.123 4.093
H 2.156 1.359 2.278
H 0.735 4.015 -4.242
H -1.379 5.593 -0.016
H -0.573 -2.901 -2.024
H -2.552 0.129 2.322
H -0.749 -0.708 -5.033
H 2.808 -1.000 -3.048
H 2.357 -2.872 2.419
H 0.465 -7.004 3.821
H -1.142 7.121 -1.948
H -0.430 3.318 4.094
H -1.090 -3.183 0.195
H 0.837 -2.824 -3.092
H 0.806 -0.202 3.762
H -0.790 -2.883 -3.776
H -1.906 -0.838 -1.492
H -0.093 6.345 -4.043
H -1.139 -7.002 3.056
H -2.677 1.606 1.330
H 0.982 -0.789 -4.710
H -2.428 -1.046 -3.165
H 0.263 -7.588 2.169
H 1.502 2.960 1.887
H -1.582 -5.432 1.097
H -1.863 0.531 -2.622
H 2.005 -5.115 3.427
H -1.847 2.414 3.562
H -2.625 0.005 0.561
H 0.076 0.686 -4.329
H 1.900 2.553 3.558
```

Relative energy (zero: lowest compared OMol25 entry of this formula, charge and spin), kcal/mol: 0.0
DFT total energy, Ha: -3661.60816
Charge: +1
HOMO, eV: -11.814

[6]
Formula: C17H20N4O5S
Source: OMol25
Level of theory: ωB97M-V/def2-TZVPD

```
47
Properties=species:S:1:pos:R:3
S 0.412 -0.295 -2.950
O 3.936 3.585 2.097
O -5.780 -2.051 -3.259
O 3.370 3.020 0.280
O -1.287 -2.739 -0.598
O -0.114 -3.166 2.393
N -3.107 -1.222 -2.604
N -1.123 -0.120 -3.416
N 0.871 -1.378 0.897
N 0.539 -1.599 -1.718
C 0.175 -2.510 1.319
C -3.900 -0.701 -3.495
C 3.341 2.784 1.431
C 4.395 4.615 1.657
C 2.209 0.500 1.301
C 1.404 -0.758 3.439
C -0.303 -3.328 0.139
C 2.654 1.483 3.300
C -1.777 -1.251 -2.433
C -4.002 -1.898 -1.675
C -4.884 -2.824 -2.434
C -4.870 -1.361 -4.352
C -0.941 -1.671 -1.435
C 2.085 0.260 4.127
C 1.443 -0.542 1.816
C 2.764 1.458 2.073
C 4.869 5.599 2.893
H 3.706 5.051 1.048
H 0.724 -3.588 -0.631
H -3.313 -2.681 -0.954
H -4.675 -3.525 -2.917
H -3.047 -0.288 -4.484
H -4.498 -1.024 -0.837
H 1.974 0.194 5.060
H 5.327 4.316 1.076
H 2.202 0.782 0.169
H -4.504 0.418 -2.986
H -0.732 -4.239 0.552
H 0.848 -1.377 3.780
H 2.975 2.136 4.182
H 1.110 -1.214 0.044
H 5.548 5.004 3.395
H -4.420 -2.262 -4.797
H 5.389 6.509 2.372
H -5.532 -0.803 -4.946
H -5.698 -3.176 -1.451
H 4.236 5.877 3.529
```

Relative energy (zero: lowest compared OMol25 entry of this formula, charge and spin), kcal/mol: 455.4
DFT total energy, Ha: -1652.55031
HOMO, eV: -8.154

Copy entry 5 word for word.
Formula: C24H35FN3P2Zn
Source: OMol25
Level of theory: ωB97M-V/def2-TZVPD

```
66
Properties=species:S:1:pos:R:3
Zn 1.082 -1.059 0.648
P 0.940 -0.343 -1.657
P -0.430 0.723 1.320
F 2.726 -0.696 1.228
N 0.570 2.215 -2.354
N 0.650 -2.937 1.274
N -0.631 3.075 -0.010
C -1.701 -0.542 -2.525
C -0.481 3.927 -1.044
C 1.293 -4.725 2.713
C 2.535 -0.102 -2.494
C -0.793 6.099 -2.012
C 0.401 1.394 -1.343
C 0.070 1.643 2.860
C -0.193 5.656 -3.214
C 0.177 -5.472 2.344
C 0.074 0.583 3.969
C 0.133 3.487 -2.247
C -2.251 0.605 1.389
C 1.494 -3.476 2.162
C -0.075 -6.841 2.891
C 0.268 4.378 -3.335
C -0.289 -0.952 -2.948
C -0.696 -4.900 1.417
C 0.035 -0.401 -4.336
C -0.202 1.841 -0.129
C -0.871 2.786 3.247
C -0.191 -2.481 -2.956
C -0.933 5.262 -0.944
C -0.425 -3.648 0.912
C 1.494 2.157 2.625
H 3.290 0.074 -1.727
H 0.340 1.054 4.917
H 2.475 0.754 -3.162
H -1.003 3.489 2.432
H -0.909 0.123 4.093
H 2.156 1.359 2.278
H 0.735 4.015 -4.242
H -1.379 5.593 -0.016
H -0.573 -2.901 -2.024
H -2.552 0.129 2.322
H -0.749 -0.708 -5.033
H 2.808 -1.000 -3.048
H 2.357 -2.872 2.419
H 0.465 -7.004 3.821
H -1.142 7.121 -1.948
H -0.430 3.318 4.094
H -1.090 -3.183 0.195
H 0.837 -2.824 -3.092
H 0.806 -0.202 3.762
H -0.790 -2.883 -3.776
H -1.906 -0.838 -1.492
H -0.093 6.345 -4.043
H -1.139 -7.002 3.056
H -2.677 1.606 1.330
H 0.982 -0.789 -4.710
H -2.428 -1.046 -3.165
H 0.263 -7.588 2.169
H 1.502 2.960 1.887
H -1.582 -5.432 1.097
H -1.863 0.531 -2.622
H 2.005 -5.115 3.427
H -1.847 2.414 3.562
H -2.625 0.005 0.561
H 0.076 0.686 -4.329
H 1.900 2.553 3.558
```

Relative energy (zero: lowest compared OMol25 entry of this formula, charge and spin), kcal/mol: 0.0
DFT total energy, Ha: -3661.60816
Charge: +1
HOMO, eV: -11.814

The highest DFT total energy belongs to which entry?
C5H8NOS

The lowest DFT total energy belongs to which entry?
C25H22AsNO8PSTi

The highest DFT total energy belongs to which entry?
C5H8NOS